Record 1
Here is the molecule C20H28ClN3O2 from the OMol25 dataset. Energies are from wB97M-V/def2-TZVPD.

The energy comes out at -42281.23379 eV. The HOMO-LUMO gap comes out at 8.97 eV. The highest occupied orbital energy is -8.2 eV. The value obtained for the energy above the lowest of the compared OMol25 structures with the same formula, charge and spin is 69.15 kcal/mol.

ORCA input file:
```
! RIJCOSX wB97M-V def2-TZVPD def2/J DEFGRID3
* xyz 0 1
C 3.36492 -0.37707 4.45692
H 0.09871 -3.09209 3.14127
H -0.15065 -1.92285 1.35364
H -1.24028 1.49805 -4.50292
H 3.67670 -1.20634 0.05284
H -0.46473 -1.84962 -4.68099
C -2.52400 0.32279 -2.53974
C -1.82947 1.52398 -2.44403
H -0.43136 -1.83447 5.88289
H 1.08028 -3.36718 4.57982
C 1.53989 -0.41304 -1.69825
C -2.96899 -0.30554 -1.38993
H 3.94359 -1.16753 3.98584
N 1.31895 -1.52183 3.70044
C 0.88393 1.72946 -2.56789
C 0.58793 -1.11621 1.37500
H 3.29628 0.45951 3.76633
H 1.34717 0.32697 2.77103
H 1.38525 -0.08435 5.27100
H -1.43053 -1.61464 4.44189
H -2.70144 -0.12421 -3.50689
H -1.70333 3.11037 -3.89622
Cl -3.12774 -0.45263 1.29817
C 0.87589 0.32570 -2.66291
H 3.88969 -0.03911 5.34720
C 1.64655 2.33380 -1.58043
C 2.80550 -0.65919 0.43086
C 2.31929 1.58211 -0.63439
H 2.23128 -2.25416 1.55336
H 1.50587 -1.48964 -1.70131
C 0.70725 -0.55599 2.80110
H 1.66815 3.41202 -1.54853
H -0.36647 -2.07027 -2.91363
H 0.23230 -0.32127 0.71491
H 2.87710 2.07817 0.14559
C 0.12377 -1.63379 -3.78997
H -0.28722 -0.22612 3.13834
N 1.82370 -1.65789 0.83754
C 0.45469 -2.63063 4.06479
C -0.75112 -2.29400 4.95048
H -3.50484 -1.24014 -1.42262
C 2.23248 0.20148 -0.66206
C 1.98245 -0.90311 4.83759
C -1.19134 2.17521 -3.64181
O 0.15151 2.55983 -3.38719
H -1.29475 -3.20590 5.18373
C -1.64779 2.05600 -1.17058
N -2.05338 1.45807 -0.06559
H 2.10903 -1.66810 5.60757
O 0.17963 -0.23126 -3.70387
H 1.12100 -2.06900 -3.90379
C -2.67646 0.30474 -0.17751
H -1.14162 3.00017 -1.02582
H 3.14825 -0.01700 1.25675
*
```

Atomic partial charges in e from the natural (NBO) method, atoms 1 to 2: number 1, C, carries -0.608; number 2, H, carries 0.193

Record 2
Here is a structure of composition C20H28F5IrNSSi3 in a non-equilibrium geometry from the OMol25 dataset. Energies are from wB97M-V/def2-TZVPD.

The energy comes out at -73561.36449 eV. The HOMO-LUMO gap (spin up / spin down) comes out at 8.99 / 5.72 eV. The highest occupied orbital energy (spin up / spin down) is -14.8 / -15.8 eV.

ORCA input file:
```
! RIJCOSX wB97M-V def2-TZVPD def2/J DEFGRID3
* xyz 2 6
H 0.95154 -2.28461 -1.99040
H -0.36337 -3.01980 0.60563
C -3.70394 -1.19077 -1.45326
H 1.70021 -3.23133 -0.70171
Si 2.30428 -0.79358 -0.45418
C 1.84062 -2.38090 -1.36658
C 3.77605 -1.20127 0.64752
H -1.51643 0.31985 3.17449
H 2.48836 -1.29074 3.31645
C -0.69818 4.19896 -2.26857
F -5.08331 -4.01326 -4.05902
H 1.14343 -3.40255 1.46006
H -1.18606 4.72729 -3.07508
Si 0.26833 -1.17017 2.18724
C -0.94362 2.85334 -2.07557
H 0.26471 1.89053 3.59359
H 0.31363 3.46701 2.82127
F -3.29132 -0.22876 -0.60238
H 2.95552 1.48034 -1.35441
F -6.56997 -3.25012 -1.94586
C 2.98194 2.20118 1.58348
Si 1.18352 1.78725 1.25444
H -0.96925 2.34132 2.40470
C -4.94157 -1.73416 -1.24834
H -0.39785 -3.53892 2.29181
C 0.91604 -0.03537 0.71320
H 4.61505 -1.46418 -0.00160
C -3.37879 -2.56182 -3.40490
H 3.07530 3.26168 1.82707
F -2.64567 -2.95100 -4.41251
F -5.67881 -1.34081 -0.23934
C 0.18323 4.84615 -1.41370
H -1.61547 2.31122 -2.72976
H 3.64440 1.99143 0.74374
H -2.16240 -0.57214 1.79184
C -2.85853 -1.59561 -2.50831
H 3.56588 -2.06803 1.27603
H 1.49094 4.60150 0.27810
H 1.76612 0.68890 -2.39612
C -5.40907 -2.71806 -2.13667
C 0.79321 4.12388 -0.39731
H 0.38900 5.90100 -1.54052
C 0.15872 -2.94513 1.56285
C -1.48766 -0.63442 2.65185
Ir -0.69165 -0.02200 -0.58732
H 1.16456 -1.60748 4.43429
H 3.34719 1.64455 2.44965
C 0.09154 2.41125 2.65005
S -1.26747 -1.00384 -2.76172
H 3.44949 0.16516 -2.41870
C 0.50309 2.77346 -0.24944
C 2.64610 0.52034 -1.76969
H 1.53729 0.05040 3.97058
H 2.67000 -2.63170 -2.03270
N -0.35770 2.17382 -1.08370
C 1.48436 -0.97549 3.60217
C -4.62884 -3.11488 -3.22323
H -1.90261 -1.38660 3.32731
H 4.08590 -0.37231 1.28321
*
```

Atomic partial charges in e from the natural (NBO) method, atoms 1 to 2: number 1, H, carries 0.222; number 2, H, carries 0.232

Record 3
Here is a structure of composition C20H28F9N4OSi2Tc from the OMol25 dataset. Energies are from wB97M-V/def2-TZVPD.

The energy comes out at -71608.82959 eV. The HOMO-LUMO gap (spin up / spin down) comes out at 8.71 / 7.71 eV. The highest occupied orbital energy (spin up / spin down) is -12.1 / -12.1 eV. The value obtained for the energy above the lowest of the compared OMol25 structures with the same formula, charge and spin is 0.00 kcal/mol.

ORCA input file:
```
! RIJCOSX wB97M-V def2-TZVPD def2/J DEFGRID3
* xyz 1 4
N 2.03814 0.04491 -0.72903
N 4.29489 0.93700 -0.39488
C -2.43131 -4.21174 2.50223
C -3.45324 2.99112 -0.40852
F -4.36103 2.17753 -0.93455
H 1.57750 -0.27543 -2.77789
H 3.98084 2.29727 -1.96000
C -1.11702 -1.75781 2.26646
C 4.06546 -1.00819 -2.41434
H 2.06752 -1.09412 2.54352
H 2.00825 0.61546 3.05125
H -1.10082 -1.77441 4.42934
H -0.59230 2.17443 2.98605
H 0.59853 -3.46676 -0.98829
F -0.92789 4.69251 -0.94940
O -1.78233 1.30861 -0.17863
H 2.53580 2.00662 -0.06678
H -3.34600 -2.40052 -1.47896
H -1.31582 0.93750 4.02306
H 2.02340 -2.02129 -1.16315
H -2.11409 1.40135 2.50778
C 4.79020 -0.43344 -0.22003
C 4.35680 1.28329 -1.81778
H -2.25401 -3.92874 4.62349
H 2.54290 -1.61062 0.48442
Si -1.19416 -1.77699 -0.58147
H 1.80845 1.43464 -2.32700
H -2.61925 -1.17104 -2.52022
H 3.47371 -1.70815 -3.00552
C -1.39290 -2.30179 3.52613
F -1.13751 3.83005 1.01264
H -2.48126 -4.23414 0.36890
H 2.86997 0.70446 1.10009
C 2.62390 -1.34191 -0.56849
N 3.99579 -1.38642 -1.00015
H 5.82678 -0.48055 -0.54967
C -1.50980 -2.45289 1.11740
H -0.90576 -3.81825 -1.83365
F -2.71584 1.49591 -2.82726
F 0.28663 2.99678 -0.37603
C -2.78048 -1.46326 -1.48220
H 5.39291 1.24571 -2.14983
H 5.10073 -1.05758 -2.74788
C -1.14787 1.23442 2.98292
F -3.67446 4.22830 -0.85201
C -1.87392 2.38139 -2.33628
C -2.04495 -3.51880 3.64378
F -0.61473 1.89556 -2.59074
Si -0.21879 -0.13799 2.15845
C -2.01431 2.52409 -0.78756
C 2.92990 0.99567 0.05509
N 3.56054 0.35377 -2.62716
F -1.99794 3.51515 -2.99537
H -2.94154 -5.16215 2.59186
H 0.19314 -2.62569 -2.50898
C -0.97204 3.56845 -0.26909
H 4.74594 -0.70197 0.83626
Tc -0.02416 0.42218 -0.27479
C 2.18905 0.41881 -2.19752
H -3.37648 -0.69598 -0.99036
C 1.44405 -0.31716 2.98944
H 1.22800 -0.63165 4.01625
C -0.20688 -3.01773 -1.56958
F -3.60683 2.97435 0.91060
C -2.16682 -3.68185 1.24933
*
```

Atomic partial charges in e from the natural (NBO) method, atoms 1 to 2: number 1, N, carries -0.533; number 2, N, carries -0.443

Record 4
Here is the molecule C20H28FN3O6S in a non-equilibrium geometry from the OMol25 dataset. Energies are from wB97M-V/def2-TZVPD.

The energy comes out at -51503.72022 eV. The HOMO-LUMO gap comes out at 9.89 eV. The highest occupied orbital energy is -9.4 eV. The value obtained for the energy above the lowest of the compared OMol25 structures with the same formula, charge and spin is 0.00 kcal/mol.

ORCA input file:
```
! RIJCOSX wB97M-V def2-TZVPD def2/J DEFGRID3
* xyz 0 1
N 2.25250 0.66749 1.11161
H 3.22608 -2.40275 2.05688
C -1.14874 -0.54833 -2.05518
H -4.41417 -0.64161 -1.79744
H -2.45169 -1.99685 -1.60514
C 1.20024 -3.30256 -1.07618
H -1.77545 4.20580 1.08904
H 1.04183 -4.25840 -0.56789
N -2.39095 -1.02845 -1.90937
H 5.44343 0.28994 0.13440
C -3.65553 -0.93932 0.88541
C -3.47652 -0.14148 -1.54877
C -0.17108 -2.69653 -1.38227
C -0.96560 3.90564 0.44275
C 3.56011 1.14715 0.72166
O 0.06632 -0.24281 0.34132
O 1.83536 0.13411 -1.34981
H 1.00148 5.08558 -2.05338
N -0.13182 -1.53845 -2.08485
S 1.15908 0.54234 -0.15230
O 3.47790 -2.12963 -1.83653
C 3.12245 -1.98088 -0.69789
C 0.58646 4.41214 -1.32022
C -0.45744 4.79101 -0.49549
C 2.29282 -0.45979 2.02556
C 4.01523 -1.33141 0.35447
F 2.14593 2.79587 -1.98159
H -1.98073 -0.48343 2.15807
H 1.35839 -1.00063 1.88164
C -0.43865 2.63032 0.54124
H 0.78242 -1.09817 -2.20929
H -3.23746 -1.43776 2.95009
H -0.81909 1.91359 1.25073
H 4.92902 -1.93795 0.30162
H -2.41420 0.63709 0.10972
O 1.98714 -2.49390 -0.20311
H -4.14000 1.02941 0.13360
H 4.32157 -1.07207 2.44134
C 1.10589 3.13215 -1.20683
H -5.29585 -2.11816 1.65624
H -5.67793 -0.40997 1.43722
C 4.38480 0.10847 -0.05631
C -3.05550 -0.62221 2.25370
H -0.87374 5.78272 -0.58562
H 1.75293 -3.45025 -2.01328
H 4.07712 1.43901 1.64097
H -3.37704 0.76081 -2.15700
C -5.14379 -1.25684 1.00987
C 0.59472 2.23436 -0.28831
H 3.41599 2.03963 0.11272
H 4.20643 0.21736 -1.12566
H -3.49467 0.28568 2.66428
H -5.57878 -1.48194 0.03920
C 3.49821 -1.38122 1.79269
H -3.13779 -1.82112 0.49615
C -3.41419 0.23844 -0.06703
O -1.18908 -3.27424 -1.05602
O -0.84846 0.61931 -2.20021
H 2.31409 -0.06633 3.04879
*
```

Atomic partial charges in e from the natural (NBO) method, atoms 1 to 2: number 1, N, carries -0.675; number 2, H, carries 0.230

> Among the records above, which one has the lowest energy?

C20H28F5IrNSSi3

> What is the formula in the fourth record?

C20H28FN3O6S

> What is the energy in the second record?

-73561.36449 eV